one.
Density functional theory data (wB97M-V/def2-TZVPD) for C3H3Br2NO2 as an isolated structure.

Atoms and positions in Å:
C -2.2163 0.1416 1.8661
C -2.0766 0.0192 0.4694
C -0.2462 0.4697 0.1687
N -2.3898 0.0819 2.9852
O 0.0402 -0.0516 -1.0570
O 0.3686 -0.3755 1.0769
Br -3.3207 1.2721 -0.5160
Br -2.5216 -1.7437 -0.2661
H 0.0127 1.6369 0.2312
H 0.2269 -0.9752 -0.8567
H 0.3587 -0.0831 2.0607

The frontier orbital gap comes out at 10.05 eV. As for the total charge: 0. The calculation puts the HOMO energy at -10.14 eV.

For reference, the Mulliken charges in units of e are:
1 C 0.22
2 C 0.13
3 C -0.03
4 N -0.38
5 O -0.43
6 O -0.51
7 Br -0.05
8 Br -0.02
9 H 0.33
10 H 0.40
11 H 0.35


two.
Density functional theory data (wB97M-V/def2-TZVPD) for a 2-piece molecular cluster, C3H3Br2NO2 overall.

Atoms and positions in Å:
C -1.9622 0.2235 0.8139
C -1.3440 1.2803 0.1702
C 0.6124 -0.0735 -0.3442
N -2.3821 -0.7253 1.3144
O 1.1604 -0.3403 0.8304
O 0.0927 -1.0889 -1.0181
Br -1.9095 1.6627 -1.6142
Br 1.6320 1.2146 -1.3541
H -0.9848 2.1352 0.7176
H 0.9235 -1.2257 1.1486
H -0.3843 -0.8195 -1.8181

The frontier orbital gap (alpha / beta) comes out at 7.71 / 7.71 eV. As for the total charge: 0. The calculation puts the HOMO energy (alpha / beta) at -8.36 / -8.36 eV.

For reference, the Mulliken charges in units of e are:
1 C 0.55
2 C -0.64
3 C 0.34
4 N -0.47
5 O -0.40
6 O -0.40
7 Br -0.10
8 Br -0.06
9 H 0.41
10 H 0.36
11 H 0.42


The structure with the greatest stability is one.


one.
Density functional theory data (wB97M-V/def2-TZVPD) for C16H34MnP2 as an isolated structure.

Atoms and positions in Å:
P -0.6707 -1.8522 -4.6267
P 0.4073 1.4415 -5.4878
C -1.2682 -0.7347 -5.9520
C -0.2400 0.1613 -6.6568
H -2.1003 -0.1486 -5.5368
H -1.7055 -1.4122 -6.6974
H 0.6191 -0.3820 -7.0869
H -0.7108 0.7283 -7.4684
C -0.6014 2.8868 -6.3900
H -0.2773 3.8683 -5.9979
H -1.6858 2.8017 -6.2273
H -0.4191 2.8699 -7.4765
C 1.8584 2.5106 -6.1346
H 1.8979 2.3991 -7.2319
H 2.8460 2.2287 -5.7390
H 1.7060 3.5768 -5.8882
C -2.0098 -2.5386 -3.6629
H -1.6679 -2.9908 -2.7222
H -2.4881 -3.3276 -4.2597
H -2.7906 -1.8067 -3.4217
C -0.0135 -3.2175 -5.6480
H 0.9752 -2.9850 -6.0769
H -0.7298 -3.3471 -6.4745
H 0.0470 -4.1436 -5.0574
Mn -1.8581 -1.1495 -0.0130
C 0.3213 2.5352 -3.8209
C -0.7284 1.5665 -4.1315
C -0.8339 0.4252 -3.0885
C 0.3516 -0.5401 -2.8934
C 1.0053 -0.9862 -4.2439
C 1.6944 0.2767 -4.7676
C 2.4035 1.0749 -3.6426
C 1.5019 2.1830 -2.9744
C -0.2137 -2.3063 0.3112
H 0.1000 3.5952 -3.9621
H -1.7304 1.8730 -4.4490
H -1.7674 -0.1027 -3.3377
H -1.0527 0.8703 -2.1128
H 1.0864 -0.1508 -2.1840
H 0.0007 -1.4298 -2.3345
H 1.7432 -1.7848 -4.0628
H 2.3619 0.0370 -5.6095
H 3.2737 1.5912 -4.0503
H 2.8013 0.4037 -2.8660
H 1.1873 1.8445 -1.9750
H 2.0857 3.1157 -2.8163
H 0.2070 -1.5474 0.9920
H 0.2386 -2.4728 -0.6688
H -0.7552 -3.1558 0.7521
C -1.2047 0.8918 0.0842
H -0.1308 1.0326 0.1983
H -1.7038 0.6369 1.0373
H -1.6575 1.7640 -0.3897

Its spin multiplicity is 6. The expectation value of S² is 8.77. The frontier orbital gap (alpha / beta) comes out at 3.46 / 3.02 eV. As for the total charge: 0. The calculation puts the HOMO energy (alpha / beta) at -4.46 / -4.45 eV.

For reference, the Mulliken charges in units of e are:
1 P 0.92
2 P 1.42
3 C -1.14
4 C -1.27
5 H 0.40
6 H 0.80
7 H 0.27
8 H 0.67
9 C -1.87
10 H 0.45
11 H 0.41
12 H 0.47
13 C -1.54
14 H 0.43
15 H 0.44
16 H 0.29
17 C -1.20
18 H 0.41
19 H 0.41
20 H 0.43
21 C -1.42
22 H 0.39
23 H 0.45
24 H 0.40
25 Mn 0.41
26 C -1.67
27 C 0.04
28 C -0.25
29 C 0.30
30 C -0.58
31 C -0.74
32 C -1.36
33 C -0.57
34 C -1.29
35 H 0.61
36 H 0.78
37 H 0.09
38 H -0.46
39 H 0.69
40 H -0.47
41 H 0.76
42 H 0.53
43 H 0.43
44 H 0.46
45 H 0.03
46 H 0.45
47 H 0.35
48 H 0.34
49 H 0.39
50 C -1.42
51 H 0.32
52 H 0.27
53 H 0.54


two.
Density functional theory data (wB97M-V/def2-TZVPD) for C16H34MnP2 as an isolated structure.

Atoms and positions in Å:
P -0.1129 0.4696 -2.1369
P -1.0963 -1.3076 1.1108
C -0.8843 -1.2511 -1.7979
C -1.8343 -1.3968 -0.5960
H -0.0855 -2.0155 -1.7697
H -1.4991 -1.4244 -2.7018
H -2.6687 -0.6698 -0.6226
H -2.3059 -2.3951 -0.6725
C -1.1565 -3.2378 1.2306
H -0.6485 -3.5991 2.1305
H -0.7310 -3.7122 0.3428
H -2.2009 -3.5742 1.2907
C -2.5001 -1.5160 2.4653
H -3.2491 -2.2108 2.0850
H -3.0322 -0.6282 2.7908
H -2.0117 -1.9517 3.3455
C 0.6298 0.3630 -3.8037
H 0.9448 1.4325 -3.7894
H 0.1070 0.0173 -4.6827
H 1.4829 -0.3163 -3.5169
C -1.6766 1.2833 -2.6257
H -2.3339 1.5956 -1.8100
H -2.2326 0.6035 -3.2856
H -1.4224 2.1711 -3.2125
Mn 2.0001 0.9581 -2.3198
C 0.1853 -0.9057 3.1525
C 0.5888 -1.3644 1.9005
C 1.3244 -0.4774 0.8007
C 0.8144 0.9679 0.5399
C -0.6617 1.2216 0.5822
C -1.4472 0.6694 1.5941
C -0.9480 1.2518 2.9215
C 0.2200 0.4910 3.5454
C 2.4714 2.9200 -2.4657
H 0.0479 -1.6311 3.9145
H 1.0532 -2.3122 1.9759
H 1.2509 -1.0559 -0.1455
H 2.3975 -0.4726 1.0233
H 1.2770 1.6729 1.2439
H 1.2674 1.2367 -0.4819
H -1.0632 2.0494 0.0069
H -2.5163 0.7850 1.4260
H -1.7898 1.3134 3.6083
H -0.5802 2.2573 2.6980
H 1.1931 0.9102 3.2408
H 0.1240 0.6182 4.6289
H 3.2191 2.9051 -1.6506
H 1.7419 3.6724 -2.1762
H 2.9730 3.0352 -3.4345
C 3.7592 0.6339 -1.5804
H 3.2701 1.1608 -0.7059
H 4.5162 1.1932 -2.1065
H 3.8295 -0.4338 -1.5041

Its spin multiplicity is 6. The expectation value of S² is 9.07. The frontier orbital gap (alpha / beta) comes out at 6.25 / 6.42 eV. As for the total charge: 0. The calculation puts the HOMO energy (alpha / beta) at -6.02 / -6.17 eV.

For reference, the Mulliken charges in units of e are:
1 P 1.40
2 P 1.44
3 C -1.36
4 C -0.91
5 H 0.36
6 H 0.67
7 H 0.46
8 H 0.64
9 C -2.06
10 H 0.45
11 H 0.39
12 H 0.48
13 C -1.68
14 H 0.52
15 H 0.43
16 H 0.39
17 C -1.47
18 H 0.35
19 H 0.47
20 H 0.43
21 C -1.71
22 H 0.37
23 H 0.43
24 H 0.42
25 Mn -0.06
26 C -1.28
27 C -0.09
28 C -1.04
29 C 1.20
30 C -1.67
31 C -0.89
32 C -1.22
33 C -0.58
34 C -1.36
35 H 0.63
36 H 1.07
37 H 0.23
38 H 0.59
39 H 0.63
40 H -0.87
41 H 0.76
42 H 0.89
43 H 0.40
44 H 0.41
45 H 0.32
46 H 0.42
47 H 0.37
48 H 0.30
49 H 0.36
50 C -1.31
51 H 0.15
52 H 0.35
53 H 0.37


The structure with the greatest stability is one.


one.
Density functional theory data (wB97M-V/def2-TZVPD) for one molecule with the formula C7H8N2OS.

Atoms and positions in Å:
C -0.2410 -1.9161 0.9219
C -1.1212 -0.8633 0.9835
C 1.0578 -1.8631 0.3793
C -0.7081 0.4231 0.6064
C 1.4248 -0.6436 -0.1580
C 0.5579 0.4692 0.0078
C -1.6264 1.6273 0.6564
N 2.6238 -0.2426 -0.7630
N 2.7577 1.0199 -2.7674
O 0.9922 1.5517 -0.6677
S 2.5994 1.3671 -1.3427
H -0.4851 -2.8140 1.4257
H -2.0936 -0.8976 1.6455
H 1.6448 -2.6921 0.5241
H -2.5023 1.4660 1.3023
H -1.1431 2.5090 0.8727
H -2.0081 1.9497 -0.3695
H 2.9997 -0.8549 -1.4257
H 3.0891 1.7389 -3.3649

The frontier orbital gap comes out at 8.76 eV. As for the total charge: 0. The calculation puts the HOMO energy at -8.06 eV.

For reference, the Mulliken charges in units of e are:
1 C -0.41
2 C -0.80
3 C -0.97
4 C 0.56
5 C 0.52
6 C 1.00
7 C -1.41
8 N -0.37
9 N -0.56
10 O -0.55
11 S 0.28
12 H 0.38
13 H 0.15
14 H 0.51
15 H 0.36
16 H 0.40
17 H 0.27
18 H 0.35
19 H 0.28


two.
Density functional theory data (wB97M-V/def2-TZVPD) for one molecule with the formula C7H8N2OS.

Atoms and positions in Å:
C 0.1259 2.2107 0.5333
C -0.5531 -2.2525 0.0154
C -0.3548 0.9325 0.0369
C 0.7798 -2.0549 0.0352
C -0.4379 0.5812 -1.2212
C 0.1691 2.6440 1.7811
C -0.9391 -0.1367 1.0096
N -1.0123 0.1217 -2.2337
N 2.4939 -1.3633 -1.9638
O -1.5445 -1.3352 0.4336
S 2.3294 -1.8565 -0.4975
H 0.5429 2.4702 -0.5458
H -1.0534 -3.1593 -0.2371
H 0.7098 3.5606 2.0840
H -0.2970 2.1143 2.5592
H 0.0567 -0.4827 1.6569
H -1.5995 0.3646 1.7698
H -1.0528 -0.7638 -2.7117
H 1.6368 -1.5947 -2.5042

The frontier orbital gap comes out at 7.71 eV. As for the total charge: 0. The calculation puts the HOMO energy at -8.08 eV.

For reference, the Mulliken charges in units of e are:
1 C -0.03
2 C 0.20
3 C 0.89
4 C -0.48
5 C -0.17
6 C -0.91
7 C -0.56
8 N -0.51
9 N -0.50
10 O -0.37
11 S 0.19
12 H 0.19
13 H 0.42
14 H 0.24
15 H 0.25
16 H 0.28
17 H 0.37
18 H 0.28
19 H 0.24


The structure with the greatest stability is one.


one.
Density functional theory data (wB97M-V/def2-TZVPD) for C5H11NO2 as an isolated structure.

Atoms and positions in Å:
C 1.3943 -0.2200 0.1039
N 1.5181 0.3694 1.4490
C 2.7814 0.5869 2.0988
O 2.8640 0.8915 3.2637
C 0.2339 0.3430 -0.6226
C -1.1452 -0.2108 -0.2763
C -1.8023 -1.5321 -0.6938
O -2.6614 1.5869 -1.4052
H 2.3695 -0.0863 -0.4861
H 1.2968 -1.3352 0.2276
H 0.7442 0.9208 1.8428
H 3.7206 0.3470 1.4561
H -0.5412 0.0595 -1.4063
H 0.4833 1.3445 -0.9729
H -1.9423 0.5584 -0.3688
H -2.3049 -2.0912 0.1503
H -0.9948 -2.1843 -1.1802
H -2.5991 -1.3149 -1.3400
H -3.4148 1.9668 -1.8402

Its spin multiplicity is 2. The expectation value of S² is 0.75. The frontier orbital gap (alpha / beta) comes out at 7.33 / 6.33 eV. As for the total charge: +1. The calculation puts the HOMO energy (alpha / beta) at -13.53 / -13.53 eV.

For reference, the Mulliken charges in units of e are:
1 C -0.51
2 N -0.14
3 C 0.07
4 O -0.46
5 C -0.21
6 C -0.01
7 C -1.01
8 O -0.35
9 H 0.41
10 H 0.23
11 H 0.28
12 H 0.27
13 H 0.16
14 H 0.38
15 H 0.50
16 H 0.34
17 H 0.34
18 H 0.37
19 H 0.32


two.
Density functional theory data (wB97M-V/def2-TZVPD) for an isolated ion of composition C5H11NO2 and charge +1.

Atoms and positions in Å:
C -0.9068 -0.8087 2.1123
C 0.2772 -0.1480 1.4838
N -0.1013 0.2816 0.0840
C -0.1164 1.7111 0.0492
C 0.8087 -0.3045 -0.9440
C 0.0796 -0.2821 -2.2243
O 0.1293 -1.6071 -2.7692
O -0.4467 0.6139 -2.7616
H -1.6454 -0.0949 2.4207
H -0.6213 -1.4548 2.9203
H -1.3842 -1.5579 1.4277
H 1.0310 -0.8181 1.5396
H 0.7437 0.6733 1.9997
H -0.8096 2.1010 -0.7391
H 0.8586 2.2139 -0.0547
H -0.4477 2.2365 0.9896
H 0.9262 -1.3078 -0.6612
H 1.8149 0.1405 -1.1710
H -0.1899 -1.5877 -3.7019

Its spin multiplicity is 2. The expectation value of S² is 0.75. The frontier orbital gap (alpha / beta) comes out at 12.40 / 6.82 eV. As for the total charge: +1. The calculation puts the HOMO energy (alpha / beta) at -15.29 / -15.25 eV.

For reference, the Mulliken charges in units of e are:
1 C -1.13
2 C -0.62
3 N 0.30
4 C -0.99
5 C -0.37
6 C 0.41
7 O -0.45
8 O -0.42
9 H 0.34
10 H 0.39
11 H 0.32
12 H 0.45
13 H 0.50
14 H 0.34
15 H 0.43
16 H 0.41
17 H 0.40
18 H 0.31
19 H 0.38


The structure with the greatest stability is two.